Record 1
Molecular formula: C3H5N3
Method: DFT, the ωB97M-V functional and the def2-TZVPD basis

```
11
Properties=species:S:1:pos:R:3:forces:R:3
N 1.630 -0.747 -0.236 0.4 -0.1 0.7
N -0.097 0.380 0.670 -0.2 -0.7 -0.5
N 1.690 0.582 -0.683 0.0 0.5 0.3
C 0.716 1.220 -0.130 0.0 -0.2 -0.5
C 0.665 -0.784 0.610 0.8 -0.5 0.1
C -1.264 -0.233 -0.145 -0.5 0.6 0.0
H -0.963 -0.264 -1.201 -0.2 0.2 0.3
H -2.123 0.388 0.036 -0.4 0.2 -0.3
H 0.347 -1.620 1.214 0.2 -0.2 -0.3
H 0.589 2.295 -0.228 -0.3 -0.4 -0.1
H -1.513 -1.274 0.130 0.3 0.7 0.3
```
Positions in Å, forces in eV/Å.

The value obtained for the energy above the lowest of the compared OMol25 structures with the same formula, charge and spin is 2.3090 eV. For the HOMO energy, the calculation gives -10.24 eV. The calculation puts the total energy at -281.5052 hartree. The LUMO energy is 0.025 Ha.

Record 2
Molecular formula: C9H19N3S
Method: DFT, the ωB97M-V functional and the def2-TZVPD basis

```
32
Properties=species:S:1:pos:R:3:forces:R:3
S 2.570 1.154 -1.641 1.1 1.2 -1.2
N 1.543 0.242 -0.705 -2.6 -0.5 1.9
N 3.919 -0.167 -5.323 -0.4 0.1 0.4
N 0.866 0.908 0.137 1.3 -0.4 -0.9
C -2.284 -0.876 2.436 0.2 0.1 0.6
C -1.305 0.026 3.245 0.2 0.0 -0.4
C -0.195 0.726 2.413 -0.1 -0.2 -1.0
C 2.707 0.229 -3.245 -1.1 -0.4 -0.1
C -1.442 0.201 0.272 0.8 -1.7 -0.7
C -0.068 0.131 1.007 -0.1 -0.4 -1.1
C -2.631 -0.247 1.101 -0.7 0.6 0.3
C 3.923 0.636 -4.091 0.1 -0.4 0.3
C -3.563 -1.196 3.242 0.2 -0.7 -0.3
H -3.256 0.646 1.275 -0.1 -0.4 0.1
H -3.222 -0.941 0.493 -0.1 0.1 0.3
H 3.967 1.705 -4.276 -0.4 0.4 0.0
H -0.839 -0.544 4.052 -0.2 -0.1 -0.1
H -1.847 0.836 3.716 -0.5 0.0 0.3
H -1.442 -0.495 -0.617 0.5 1.0 0.6
H 1.777 0.419 -3.858 0.8 -0.1 0.7
H 4.829 0.412 -3.541 0.2 -0.2 0.2
H 2.742 -0.858 -3.042 0.1 0.5 0.0
H 0.318 -0.902 1.066 -0.3 0.2 -0.1
H 4.643 0.153 -5.965 -0.5 -0.1 0.0
H -4.066 -0.292 3.602 0.3 -0.1 0.1
H -1.608 1.206 -0.066 0.2 0.5 -0.3
H -4.294 -1.710 2.598 0.2 0.1 0.1
H 2.984 -0.118 -5.739 0.7 0.1 -0.2
H 0.774 0.651 2.871 0.4 0.0 0.5
H -0.400 1.792 2.297 -0.1 0.0 0.0
H -3.346 -1.910 4.064 -0.1 0.7 -0.2
H -1.754 -1.816 2.222 -0.1 0.0 0.1
```
Positions in Å, forces in eV/Å.

The value obtained for the energy above the lowest of the compared OMol25 structures with the same formula, charge and spin is 1.2528 eV. For the HOMO energy, the calculation gives -8.60 eV. The calculation puts the total energy at -916.7131 hartree. The LUMO energy is 0.030 Ha.

The highest HOMO energy belongs to which entry?
C9H19N3S